The following is a quantum chemistry calculation of a structure of composition C29H40AlF3N5O10SSbSi3, from the OMol25 dataset.

The geometry in XYZ format:
```
93
Properties=species:S:1:pos:R:3:forces:R:3
Al -1.2296 -0.8293 -0.7471 0.1321 -0.7760 -0.3603
C 3.4987 -0.3812 0.3213 -0.0870 -0.1605 0.0382
Sb 1.4642 0.0901 -0.0361 0.3561 0.2759 -0.3148
C 0.5557 -1.7235 -0.8681 0.0005 0.3033 0.4127
C 1.0079 -2.8320 0.0669 -0.0463 -0.0055 -0.0672
C 2.1124 -3.6374 -0.2479 0.0801 0.0401 0.0097
C 2.5147 -4.6425 0.6104 0.0183 -0.0115 -0.0109
C 1.8230 -4.8400 1.7947 -0.0090 0.0054 0.0004
C 0.7630 -3.9918 2.0519 -0.0324 0.0112 0.0130
N 0.3685 -3.0257 1.2274 -0.1615 0.1156 -0.0369
Si 1.0535 -2.0456 -2.7030 -0.0290 -0.1299 0.0865
C 0.4161 -3.7922 -2.9944 -0.0214 -0.0191 -0.0178
C 0.1646 -1.0214 -3.9720 -0.2103 0.0204 0.0857
C 2.8929 -1.9391 -3.0853 0.0386 -0.0022 -0.0058
C 0.3749 0.6582 1.8493 -0.0577 -0.1923 -0.0540
C -0.7076 -0.3244 2.1811 0.2012 0.0357 0.0920
C -0.9445 -0.6660 3.5150 0.0334 -0.0334 -0.0026
C -1.8911 -1.5979 3.8714 -0.0252 0.0240 0.0149
C -2.5944 -2.2405 2.8685 0.0397 -0.0327 0.0250
C -2.3450 -1.8624 1.5761 -0.0200 -0.0153 0.0094
N -1.4919 -0.8742 1.2217 -0.1056 -0.0001 -0.0809
Si 1.8191 0.6767 3.1489 -0.0932 0.0450 -0.0347
C 3.1922 1.8037 2.5356 0.0057 0.0585 -0.0417
C 1.4599 1.3563 4.8671 0.0182 0.0167 0.0278
C 2.3871 -1.0923 3.4225 0.0129 -0.0340 -0.0066
Si -0.4935 2.4146 1.8940 -0.0547 -0.1221 0.0583
C 0.6876 3.8416 2.1010 0.0296 0.0464 -0.0065
C -1.5755 2.4059 3.4382 -0.0365 -0.0201 0.0375
C -1.7203 2.7767 0.5388 0.0067 -0.0440 -0.0977
H 4.0190 0.2651 -0.3825 0.0378 0.0015 0.0153
H 3.6418 -1.4275 0.0562 0.0174 0.0098 -0.0538
H 3.8402 -0.2120 1.3327 0.0024 -0.0325 -0.0250
H 2.6604 -3.4767 -1.1638 -0.0137 0.0050 0.0298
H 3.3634 -5.2641 0.3543 0.0038 0.0008 0.0001
H 2.0969 -5.6166 2.4948 -0.0008 0.0063 0.0058
H 0.1937 -4.0852 2.9722 -0.0040 -0.0027 -0.0059
H -0.6648 -3.8052 -2.8255 -0.0031 -0.0292 -0.0134
H 0.8605 -4.5661 -2.3693 -0.0024 0.0228 -0.0173
H 0.5843 -4.0634 -4.0398 0.0006 -0.0068 -0.0034
H -0.9151 -0.9859 -3.8084 0.1010 0.0305 -0.0743
H 0.3303 -1.5103 -4.9362 0.0209 0.0145 -0.0119
H 0.5488 -0.0053 -4.0284 0.0006 0.0418 -0.0078
H 3.4341 -2.8772 -2.9505 -0.0061 -0.0052 -0.0116
H 3.3902 -1.1569 -2.5132 0.0205 0.0104 0.0047
H 2.9874 -1.6596 -4.1374 0.0134 -0.0062 -0.0117
H -0.3762 -0.1654 4.2797 -0.0047 -0.0199 0.0131
H -2.0633 -1.8307 4.9147 0.0145 -0.0006 0.0007
H -3.3175 -3.0173 3.0670 -0.0028 0.0019 -0.0119
H -2.8496 -2.3747 0.7789 0.0402 0.0053 0.0702
H 3.1160 2.7576 3.0574 0.0086 0.0138 0.0029
H 3.1693 2.0184 1.4679 0.0293 0.0521 0.0337
H 4.1684 1.3786 2.7812 -0.0048 -0.0052 0.0137
H 0.9615 2.3244 4.8635 0.0386 -0.0041 -0.0043
H 2.4450 1.5105 5.3187 0.0037 -0.0274 0.0197
H 0.9108 0.6824 5.5251 -0.0111 0.0316 0.0246
H 2.4804 -1.6866 2.5126 -0.0056 0.0040 0.0043
H 1.6821 -1.6121 4.0744 0.0165 -0.0241 -0.0021
H 3.3592 -1.0920 3.9232 -0.0017 0.0096 0.0095
H 1.1354 3.8687 3.0953 0.0042 0.0179 -0.0095
H 0.0887 4.7507 1.9928 0.0071 0.0183 0.0031
H 1.4709 3.8569 1.3471 -0.0135 0.0151 0.0090
H -1.0362 2.3116 4.3800 -0.0440 -0.0381 -0.0097
H -2.3479 1.6355 3.4099 -0.0236 0.0291 -0.0229
H -2.0921 3.3699 3.4537 0.0292 0.0226 0.0124
H -1.2448 3.2282 -0.3286 0.0151 0.0002 -0.0573
H -2.4326 3.4999 0.9447 0.0289 0.0258 0.0075
H -2.3077 1.9179 0.2111 -0.0145 -0.0213 -0.0069
F -5.0359 -3.2283 -2.2276 -0.0193 0.0089 0.0322
C -5.1006 -1.9112 -2.4171 0.0491 0.1288 -0.0639
F -4.6700 -1.6314 -3.6291 0.0377 -0.0059 -0.0230
F -6.3602 -1.5077 -2.2903 -0.0354 -0.0270 -0.0066
S -4.1347 -1.0899 -1.0692 0.1455 -0.1492 0.0725
O -4.7464 -1.6232 0.1094 -0.0404 -0.0338 -0.1192
O -4.0803 0.3305 -1.2178 -0.1461 -0.0452 -0.0788
O -2.7351 -1.6918 -1.3107 -0.1348 0.4745 0.2105
O 0.5814 6.1094 -4.2390 -0.0180 0.0111 0.0105
N -0.4707 5.5102 -4.3320 0.0314 -0.0520 -0.0163
O -1.4502 5.9094 -4.9282 0.0046 0.0062 0.0140
C -0.5624 4.2003 -3.6744 0.0245 0.0691 -0.0153
C 0.5290 3.6941 -2.9953 -0.0174 0.0252 -0.0528
C 0.4412 2.4782 -2.3548 0.0184 -0.0112 0.0264
C -0.7580 1.7250 -2.3548 0.0252 -0.1316 0.1242
O -0.8983 0.6358 -1.6112 0.0117 0.3895 0.0507
C -1.7879 2.2425 -3.1596 -0.0103 0.0947 0.0707
C -1.7219 3.4750 -3.7818 -0.0433 -0.0322 -0.0029
N -2.9843 1.4672 -3.4863 0.0644 0.0935 -0.2574
O -4.0316 2.0614 -3.6071 -0.0389 -0.0732 0.1286
O -2.8103 0.2920 -3.7312 -0.0673 -0.1533 0.1116
N 1.6753 2.0940 -1.7063 0.0204 -0.0178 0.0453
O 1.4314 2.0947 -0.3062 -0.0621 -0.0105 0.0277
O 1.9275 0.7370 -1.9459 -0.0823 -0.1088 0.0083
H 1.4617 4.2372 -2.9548 -0.0003 -0.0117 0.0062
H -2.5624 3.8397 -4.3523 0.0015 -0.0052 0.0047
```
Forces are in eV/Å.

The frontier orbital gap comes out at 8.024 eV. The value obtained for the LUMO energy is -0.47 eV. The energy above the lowest of the compared OMol25 structures with the same formula, charge and spin comes out at 31.22 kcal/mol.